Entry 1:
Computed, not measured: C4H6InO3 as an isolated structure in a non-equilibrium geometry, with wB97M-V/def2-TZVPD.

Computed properties:
E_LUMO = -19.9 eV
ΔE to the lowest compared entry with this formula, charge and spin = 28.9 kcal per mole
E_tot = -15520.5144 eV
largest force on an atom = 6.127 eV Å⁻¹

ORCA input file:
```
! wB97M-V def2-TZVPD RIJCOSX def2/J DEFGRID3
* xyz 3 1
In 6.9351 1.2340 2.4891
C -1.5382 0.9042 0.2637
C -1.0690 -0.4862 0.0385
C -0.4554 -0.6816 -1.3300
O 0.9462 -0.5002 -1.0795
C 1.1699 -0.4635 0.3423
O 2.2640 -0.3644 1.0101
O 0.0560 -0.6632 0.9191
H -2.4403 1.1271 -0.3059
H -0.8305 1.6160 -0.1611
H -1.7658 1.1386 1.3036
H -1.8333 -1.2050 0.3337
H -0.8014 0.0211 -2.0880
H -0.6374 -1.6769 -1.7356
*
```

---

Entry 2:
Computed, not measured: C4H6KN2O4S as an isolated structure in a non-equilibrium geometry, with wB97M-V/def2-TZVPD.

Computed properties:
E_LUMO = 1.5 eV
ΔE to the lowest compared entry with this formula, charge and spin = 32.0 kcal per mole
E_tot = -42576.2553 eV
largest force on an atom = 4.819 eV Å⁻¹

ORCA input file:
```
! wB97M-V def2-TZVPD RIJCOSX def2/J DEFGRID3
* xyz -1 1
K -13.6675 -0.5350 21.2441
S -16.7320 -0.2585 23.1372
O -15.3413 -0.6113 23.2926
O -17.0230 -0.1848 21.7210
O -17.5527 -1.2448 23.7697
O -17.0219 0.9846 23.8194
C -12.8036 4.8163 21.0738
C -13.0132 3.4169 20.7875
N -13.1498 2.3187 20.5369
H -13.6314 5.4780 20.8190
H -11.9002 5.0617 20.5155
H -12.5837 4.8444 22.1410
C -11.6939 0.5147 16.1069
C -12.3145 0.0404 17.3742
N -12.7501 -0.3196 18.3973
H -10.7843 1.0843 16.2974
H -12.3426 1.1542 15.5083
H -11.4693 -0.3685 15.5090
*
```

---

Entry 3:
Computed, not measured: C4H6LiNiO as an isolated structure in a non-equilibrium geometry, with wB97M-V/def2-TZVPD.

Computed properties:
E_LUMO (alpha / beta) = -8.6 / -10.6 eV
ΔE to the lowest compared entry with this formula, charge and spin = 19.4 kcal per mole
<S²> = 3.81
E_tot = -47517.0970 eV
largest force on an atom = 3.629 eV Å⁻¹

ORCA input file:
```
! wB97M-V def2-TZVPD RIJCOSX def2/J DEFGRID3
* xyz 2 4
C -2.6245 0.2338 0.4766
C -2.2909 -0.7668 -0.4246
H -1.9020 1.0553 0.4236
H -3.0468 -0.0737 1.4404
H -1.7965 -0.5011 -1.3649
H -2.3468 -1.8184 -0.1305
Li -4.5537 -0.4313 -1.0914
O -2.7627 4.0200 -0.8646
C -3.8049 3.4716 -0.2683
C -3.8595 2.3298 0.4210
Ni -1.0708 4.1393 -0.7727
H -4.7704 1.8481 0.7758
H -4.7687 3.9632 -0.4933
*
```

---

Entry 4:
Computed, not measured: C4H6LiOY as an isolated structure in a non-equilibrium geometry, with wB97M-V/def2-TZVPD.

Computed properties:
E_LUMO (alpha / beta) = -14.3 / -14.5 eV
ΔE to the lowest compared entry with this formula, charge and spin = 0.0 kcal per mole
<S²> = 0.80
E_tot = -7505.5434 eV
largest force on an atom = 5.716 eV Å⁻¹

ORCA input file:
```
! wB97M-V def2-TZVPD RIJCOSX def2/J DEFGRID3
* xyz 3 2
C 0.5955 -1.9067 0.6200
C 0.9827 -2.8111 -0.2932
H 0.8093 -0.8445 0.4644
H 0.1306 -2.2143 1.5624
H 1.4782 -2.5026 -1.2191
H 0.8417 -3.8817 -0.1262
Li -1.3385 -2.2566 -0.8688
O 0.0807 3.5873 -0.5660
C -0.9764 2.9487 -0.0883
C -1.0201 1.8079 0.5902
Y 2.1853 3.4417 -0.7598
H -1.8231 1.2037 1.0067
H -1.9460 3.4282 -0.3223
*
```

---

Entry 5:
Computed, not measured: C4H6MgO2Rb as an isolated structure in a non-equilibrium geometry, with wB97M-V/def2-TZVPD.

Computed properties:
E_LUMO (alpha / beta) = -1.7 / -1.8 eV
<S²> = 0.75
E_tot = -14436.1553 eV
largest force on an atom = 6.607 eV Å⁻¹

ORCA input file:
```
! wB97M-V def2-TZVPD RIJCOSX def2/J DEFGRID3
* xyz 0 2
O 0.9350 -0.1779 1.9138
Mg -0.8285 -0.9156 1.9710
C 1.6150 0.0046 0.7179
C 0.7370 0.5398 -0.4192
H 2.4464 0.7264 0.8524
H 0.5394 1.5920 -0.1451
H 1.2945 0.5661 -1.3698
H 2.0879 -0.9403 0.3711
C -0.5536 -1.2536 -0.5758
C -0.8655 0.1053 -0.6538
O -1.6477 0.8237 -1.3375
Rb -4.7362 2.7486 0.0347
H 0.2312 -1.9326 -0.2297
H -1.2551 -1.8866 -1.1299
*
```

---

Entry 6:
Computed, not measured: C4H6MgO2Rb as an isolated structure in a non-equilibrium geometry, with wB97M-V/def2-TZVPD.

Computed properties:
E_LUMO (alpha / beta) = -6.7 / -7.7 eV
<S²> = 0.75
E_tot = -14418.4936 eV
largest force on an atom = 5.134 eV Å⁻¹

ORCA input file:
```
! wB97M-V def2-TZVPD RIJCOSX def2/J DEFGRID3
* xyz 2 2
O -1.7766 0.1683 1.3554
C -0.8987 -0.2940 0.5621
C 0.3252 0.3238 0.2888
Mg -3.5478 -0.9030 1.7735
Rb -2.5110 3.0155 3.4440
H -1.1104 -1.2558 0.0733
H 0.7210 1.0751 0.9763
C 1.3073 -0.2863 -0.5885
C 0.5774 0.0818 -1.7860
O 2.4017 -0.8670 -0.1517
H 1.2881 -1.0134 -1.9725
H 0.0880 1.0648 -1.8356
H 0.7406 0.1561 -2.8656
H 2.3953 -1.2661 0.7263
*
```

---

Entry 7:
Computed, not measured: an isolated ion of composition C4H6N2 and charge -1 in a non-equilibrium geometry, with wB97M-V/def2-TZVPD.

Computed properties:
E_LUMO (alpha / beta) = 4.2 / 4.1 eV
ΔE to the lowest compared entry with this formula, charge and spin = 3.8 kcal per mole
<S²> = 0.75
E_tot = -7224.0247 eV
largest force on an atom = 1.986 eV Å⁻¹

ORCA input file:
```
! wB97M-V def2-TZVPD RIJCOSX def2/J DEFGRID3
* xyz -1 2
C 0.8435 1.0347 1.4503
C 0.1697 0.2729 0.3111
C -1.1101 0.0195 -0.0685
N -1.0345 -0.9110 -1.0756
C 0.2693 -1.1217 -1.3191
N 1.0473 -0.4585 -0.4767
H 1.6929 1.4902 0.9413
H 1.2556 0.2585 2.0927
H 0.1843 1.7446 1.9272
H -2.1082 0.3590 0.1703
H -1.7750 -0.9413 -1.8073
H 0.5652 -1.7468 -2.1458
*
```

---

Entry 8:
Computed, not measured: C4H6N2 in the gas phase in a non-equilibrium geometry, with wB97M-V/def2-TZVPD.

Computed properties:
E_LUMO = 0.7 eV
ΔE to the lowest compared entry with this formula, charge and spin = 120.3 kcal per mole
E_tot = -7220.3737 eV
largest force on an atom = 4.695 eV Å⁻¹

ORCA input file:
```
! wB97M-V def2-TZVPD RIJCOSX def2/J DEFGRID3
* xyz 0 1
C 0.1248 0.6660 0.6037
C -0.6492 -0.1761 -0.1230
C 2.9015 -0.9608 -0.2583
C -2.0418 0.0497 -0.1962
N 1.5015 0.7725 0.4312
N 2.2288 -0.0189 -0.0429
H -0.3871 1.5874 1.0507
H 3.8912 -1.1930 -0.2774
H -0.2161 -1.1790 -0.4913
H -2.5470 0.0952 0.7960
H -2.6636 -0.6726 -0.7924
H -2.1430 1.0297 -0.7000
*
```

---

Entry 9:
Computed, not measured: a 3-piece molecular cluster, C4H6N2 overall, with wB97M-V/def2-TZVPD.

Computed properties:
E_LUMO = -0.5 eV
ΔE to the lowest compared entry with this formula, charge and spin = 238.4 kcal per mole
E_tot = -7215.2533 eV
largest force on an atom = 0.375 eV Å⁻¹

ORCA input file:
```
! wB97M-V def2-TZVPD RIJCOSX def2/J DEFGRID3
* xyz 0 1
N 0.7698 -0.5077 1.4614
C 0.9696 0.4293 0.5100
C 0.5392 -0.9681 0.1271
C -0.6855 -0.4925 -0.6801
N -1.6591 0.3912 -0.1322
C -0.4749 0.9838 -0.3905
H 0.1597 -0.4296 2.2676
H 1.5400 1.3305 -0.8106
H 1.1740 -1.7657 -0.2442
H -0.8900 -0.9213 -1.6559
H -2.1883 0.4009 0.7318
H 0.7896 1.5952 -1.2346
*
```

---

Entry 10:
Computed, not measured: C4H6N2 in the gas phase, with wB97M-V/def2-TZVPD.

Computed properties:
E_LUMO = 0.2 eV
ΔE to the lowest compared entry with this formula, charge and spin = 113.0 kcal per mole
E_tot = -7220.6899 eV
largest force on an atom = 0.494 eV Å⁻¹

ORCA input file:
```
! wB97M-V def2-TZVPD RIJCOSX def2/J DEFGRID3
* xyz 0 1
C -2.0585 0.1005 -0.0128
N -0.6221 -0.0417 0.0268
C 1.8570 -1.3403 -0.7180
C 1.9024 -0.1882 -0.0624
N 1.4887 0.9395 0.3445
C 0.0816 0.9718 0.3159
H -2.4148 -0.1602 -1.0150
H -2.5110 -0.6102 0.6871
H -2.4142 1.1130 0.2345
H 1.9763 -2.2812 -0.1770
H 3.0458 -0.4576 -0.1918
H -0.3316 1.9550 0.5660
*
```

---

Entry 11:
Computed, not measured: C4H6N2 in the gas phase, with wB97M-V/def2-TZVPD.

Computed properties:
E_LUMO = 1.0 eV
ΔE to the lowest compared entry with this formula, charge and spin = 39.4 kcal per mole
E_tot = -7223.8822 eV
largest force on an atom = 0.733 eV Å⁻¹

ORCA input file:
```
! wB97M-V def2-TZVPD RIJCOSX def2/J DEFGRID3
* xyz 0 1
C -1.5848 -0.4281 0.0665
C -0.3257 0.2323 -0.4367
C 0.3004 1.4186 0.0617
N 1.5713 1.2021 0.3667
N 1.8081 -0.0720 -0.0116
C 0.7203 -0.6390 -0.5625
H -2.3017 0.3277 0.3808
H -2.0125 -1.1677 -0.6157
H -1.2803 -1.0176 0.9537
H -0.0683 2.4337 0.2178
H 2.5306 -0.6167 0.4397
H 0.6426 -1.6733 -0.8605
*
```

---

Entry 12:
Computed, not measured: C4H6N2 in the gas phase, with wB97M-V/def2-TZVPD.

Computed properties:
E_LUMO = 1.1 eV
ΔE to the lowest compared entry with this formula, charge and spin = 40.8 kcal per mole
E_tot = -7223.8197 eV
largest force on an atom = 0.655 eV Å⁻¹

ORCA input file:
```
! wB97M-V def2-TZVPD RIJCOSX def2/J DEFGRID3
* xyz 0 1
C -0.4982 1.1369 -0.0703
N -1.4207 0.3384 0.2357
C -0.9152 -1.0253 0.0632
C 0.5422 -0.8093 -0.3542
C 1.4335 -0.0412 0.5558
N 0.7328 0.6204 -0.5663
H -0.6464 2.2067 -0.0327
H -1.0419 -1.5999 0.9980
H -1.4851 -1.5093 -0.7175
H 1.0069 -1.4217 -1.1075
H 1.0918 0.1599 1.5611
H 2.5168 -0.1140 0.4455
*
```

---

Entry 13:
Computed, not measured: C4H6N2 in the gas phase in a non-equilibrium geometry, with wB97M-V/def2-TZVPD.

Computed properties:
E_LUMO = 0.9 eV
ΔE to the lowest compared entry with this formula, charge and spin = 38.3 kcal per mole
E_tot = -7223.9305 eV
largest force on an atom = 1.127 eV Å⁻¹

ORCA input file:
```
! wB97M-V def2-TZVPD RIJCOSX def2/J DEFGRID3
* xyz 0 1
C 1.4484 -0.2377 0.2292
C 0.0074 0.1941 0.0771
C -0.1814 1.5127 -0.5215
N -0.2996 2.4422 -1.2019
C -1.0945 -0.7179 -0.3519
N -0.9003 -0.4030 1.0482
H 1.9996 -0.1278 -0.7072
H 1.4674 -1.2827 0.5492
H 1.9487 0.3634 0.9961
H -1.9154 -0.2200 -0.8656
H -0.8676 -1.7256 -0.6906
H -1.6126 0.2023 1.4389
*
```

---

Entry 14:
Computed, not measured: a 2-piece molecular cluster, C4H6N2 overall in a non-equilibrium geometry, with wB97M-V/def2-TZVPD.

Computed properties:
E_LUMO = 0.7 eV
ΔE to the lowest compared entry with this formula, charge and spin = 104.7 kcal per mole
E_tot = -7221.0514 eV
largest force on an atom = 6.835 eV Å⁻¹

ORCA input file:
```
! wB97M-V def2-TZVPD RIJCOSX def2/J DEFGRID3
* xyz 0 1
C -1.8873 0.3659 -1.1786
C -1.0268 0.2380 -0.0535
C 0.3797 -0.2433 -0.1646
C 1.5517 0.2107 0.5499
N -2.5322 0.8403 -2.0005
N -0.6512 -1.1710 0.2099
H -1.2876 0.9617 0.6484
H 0.5328 -0.7184 -1.6717
H 1.8516 -0.4513 1.4412
H 1.3009 1.1772 0.9982
H 2.5980 0.3096 -0.0225
H -0.8297 -1.5194 1.2438
*
```

---

Entry 15:
Computed, not measured: C4H6N2 in the gas phase in a non-equilibrium geometry, with wB97M-V/def2-TZVPD.

Computed properties:
E_LUMO = 0.9 eV
ΔE to the lowest compared entry with this formula, charge and spin = 18.9 kcal per mole
E_tot = -7224.7695 eV
largest force on an atom = 5.188 eV Å⁻¹

ORCA input file:
```
! wB97M-V def2-TZVPD RIJCOSX def2/J DEFGRID3
* xyz 0 1
C -1.6159 -0.2715 -0.1133
N -0.3074 0.0697 0.1156
C 0.7105 -0.8042 -0.1538
C 1.8810 -0.1464 -0.0649
N 1.6834 1.1728 0.2787
C 0.3776 1.3184 0.3905
H -1.7941 -0.7950 -1.0967
H -1.9827 -0.9743 0.6513
H -2.1697 0.6236 -0.1030
H 0.5182 -1.8387 -0.3249
H 2.8288 -0.5507 -0.2180
H -0.1298 2.1963 0.6385
*
```

---

Entry 16:
Computed, not measured: a 2-piece molecular cluster, C4H6N2 overall in a non-equilibrium geometry, with wB97M-V/def2-TZVPD.

Computed properties:
E_LUMO = 0.6 eV
ΔE to the lowest compared entry with this formula, charge and spin = 50.3 kcal per mole
E_tot = -7223.4111 eV
largest force on an atom = 1.057 eV Å⁻¹

ORCA input file:
```
! wB97M-V def2-TZVPD RIJCOSX def2/J DEFGRID3
* xyz 0 1
C -0.9458 1.2725 0.4730
C -1.5282 0.0758 0.5090
C -1.8250 -0.6336 -0.7015
N -2.1577 -1.1482 -1.6848
H -0.5420 1.6854 -0.4455
H -0.8694 1.8745 1.3707
H -1.8658 -0.3798 1.4347
C 1.7969 -0.7454 -0.4945
N 1.8867 0.2746 0.2532
H 1.0772 -0.7381 -1.3177
H 2.3877 -1.6619 -0.3806
H 2.5853 0.1240 0.9840
*
```

---

Entry 17:
Computed, not measured: C4H6N2 in the gas phase in a non-equilibrium geometry, with wB97M-V/def2-TZVPD.

Computed properties:
E_LUMO = 0.8 eV
ΔE to the lowest compared entry with this formula, charge and spin = 65.6 kcal per mole
E_tot = -7222.7463 eV
largest force on an atom = 8.316 eV Å⁻¹

ORCA input file:
```
! wB97M-V def2-TZVPD RIJCOSX def2/J DEFGRID3
* xyz 0 1
C 0.4066 0.0597 -1.9483
N 0.1086 -0.0254 -0.6064
C 0.1704 1.0031 0.1566
C -0.0781 0.6568 1.5847
N -0.5164 -0.6806 1.4657
C -0.4037 -1.1001 0.0884
H 1.4090 -0.4320 -2.3887
H -0.3424 -0.3315 -2.8177
H 0.7062 1.1349 -2.0050
H 0.6822 1.8641 -0.2216
H 0.2444 0.9913 2.5140
H -0.4163 -2.0019 -0.3846
*
```

---

Entry 18:
Computed, not measured: C4H6N2 in the gas phase in a non-equilibrium geometry, with wB97M-V/def2-TZVPD.

Computed properties:
E_LUMO = 0.7 eV
ΔE to the lowest compared entry with this formula, charge and spin = 93.4 kcal per mole
E_tot = -7221.5407 eV
largest force on an atom = 4.253 eV Å⁻¹

ORCA input file:
```
! wB97M-V def2-TZVPD RIJCOSX def2/J DEFGRID3
* xyz 0 1
C 0.3062 0.6550 1.3302
C -0.8041 0.3432 0.6069
C -1.2186 -0.5961 -1.6031
C 1.4416 0.2138 0.4878
N 0.8934 -0.3285 -0.7230
N -0.4516 -0.2983 -0.6183
H 0.5539 0.8809 2.4246
H -1.8305 0.3188 0.7209
H -0.6541 -1.0375 -2.4270
H -2.2628 -0.3452 -1.5395
H 2.2419 0.8707 0.1331
H 1.7848 -0.6768 1.2074
*
```

---

Entry 19:
Computed, not measured: C4H6N2 in the gas phase in a non-equilibrium geometry, with wB97M-V/def2-TZVPD.

Computed properties:
E_LUMO = 1.0 eV
ΔE to the lowest compared entry with this formula, charge and spin = 36.8 kcal per mole
E_tot = -7223.9944 eV
largest force on an atom = 1.116 eV Å⁻¹

ORCA input file:
```
! wB97M-V def2-TZVPD RIJCOSX def2/J DEFGRID3
* xyz 0 1
C 1.3679 -0.1252 -0.4118
C 0.3443 -0.2698 0.6926
N -0.5134 0.7578 1.2663
C -1.1189 -0.2558 0.4035
C -1.5004 0.1207 -0.9452
N -1.7681 0.4148 -2.0327
H 1.1701 0.7135 -1.0853
H 2.3755 -0.0164 0.0009
H 1.3551 -1.0431 -1.0126
H 0.6317 -0.9935 1.4519
H -0.5495 1.6450 0.7798
H -1.7943 -0.9480 0.8927
*
```